1.
The following is a DFT calculation (ωB97M-V/def2-TZVPD) of a molecular structure, C35H31AsFN7NbO5.

XYZ file:
```
81
Properties=species:S:1:pos:R:3
Nb 0.78556 1.51619 0.32395
As 0.51875 0.77913 -3.32171
F -5.51603 -0.38318 1.87330
O 1.58265 -0.31100 0.30511
O -0.91925 0.26826 0.46120
O -0.39727 2.95686 0.73472
O 0.62118 1.26202 -1.64798
O 2.34024 -2.43239 -0.08502
N -1.57477 3.30936 1.41365
N 2.12797 3.28303 -0.57838
N 2.84208 1.80355 1.45663
N -2.42261 3.56182 -1.98868
N -4.30854 5.24330 1.72191
N 0.73313 0.85596 2.79118
N -1.74415 -3.73234 -0.23023
C 4.29642 4.20707 -0.96595
C -4.02770 -3.33693 0.48174
C 1.44070 -1.62269 0.09004
C -0.57529 -0.82861 -3.42268
C -4.47331 -4.72195 0.16687
C -2.40297 3.66906 -0.82900
C -2.07647 -5.18349 -0.29832
C -3.52458 -5.39824 -0.79148
C -0.38125 0.59542 3.48876
C 3.12063 1.12036 2.64497
C -0.35655 0.04079 4.77384
C 5.45565 1.73292 2.46975
C -4.59061 -1.16691 1.32881
C -2.43748 3.83997 0.57077
C 2.40728 5.03708 -2.22359
C -3.27209 -0.64621 1.13719
C 2.05254 -0.01575 4.59824
C -0.34449 2.26661 -4.19431
C 2.29797 0.36960 -4.03217
C -2.36251 -1.49428 0.48934
C -0.05658 -1.99940 -0.00992
C -1.14442 -6.01078 -1.24436
C 1.96111 0.66667 3.35579
C -3.59112 4.63629 1.05669
C -1.04381 -1.01771 0.29763
C -0.45140 -3.32744 -0.36438
C 1.60356 4.15272 -1.50364
C 3.45029 3.40405 -0.20158
C 4.44667 1.03582 3.12246
C -4.98671 -2.45020 0.99466
C 5.14447 2.51833 1.36630
C -2.71339 -2.86136 0.23398
C 3.83309 2.54452 0.87231
C 3.79013 4.99021 -1.98774
C 0.87331 -0.36269 5.27725
H -5.52361 -4.74179 -0.25283
H -1.94997 -5.59134 0.73957
H -4.53996 -5.32298 1.10449
H 0.50742 4.08465 -1.62664
H 5.88174 3.16774 0.92222
H -1.31740 0.87031 2.98280
H -1.62756 -0.51563 -3.36439
H 1.97358 5.74416 -2.93522
H -1.21956 2.63922 -3.61765
H 2.80610 1.21053 -4.50317
H -3.67720 -6.48447 -0.85010
H -1.28195 -0.11206 5.31541
H 2.19466 -0.43290 -4.76984
H 4.47570 5.62006 -2.53766
H -2.96794 0.33490 1.51733
H 4.63732 0.56432 4.08272
H 2.90826 0.02909 -3.18329
H -3.57282 -4.99958 -1.81520
H 0.27052 -4.00597 -0.76389
H 2.99172 -0.21644 5.04973
H 0.88652 -0.91472 6.20450
H -1.42139 -7.07152 -1.20322
H -0.38601 -1.35008 -4.37984
H 5.33666 4.27404 -0.70778
H 6.49692 1.53367 2.73930
H 0.38567 3.09737 -4.27129
H -1.22674 -5.60316 -2.28649
H -0.37013 -1.48547 -2.56248
H -6.02414 -2.72649 1.09250
H -0.58850 1.97849 -5.19522
H -0.08796 -5.93729 -0.90229
```

## Properties
2S+1 ... 1
Energy above the lowest of the compared OMol25 structures with the same formula, charge and spin ... 0.0000 eV
Molar mass ... 816.503 g/mol
Frontier orbital gap ... 6.119 eV
Energy ... -122550.088 eV
Charge ... +3

2.
The following is a DFT calculation (ωB97M-V/def2-TZVPD) of a molecular structure, C35H31BrN7O2PtSe.

XYZ file:
```
78
Properties=species:S:1:pos:R:3
Pt -1.52054 -0.83739 0.06701
Br -3.42836 1.42422 0.64886
Se 0.26523 0.81635 0.74379
O 0.46017 -3.86821 0.06946
O -2.02316 -2.85344 0.11875
N -1.72317 -2.28216 2.39827
N 0.02502 4.74020 -1.64779
N -0.33392 2.74514 -2.88835
N -2.03750 -1.02261 2.01708
N 1.85825 -1.41965 -0.12943
N 3.00260 0.42735 0.05262
N -1.19296 -0.87894 -1.92551
C 0.90358 0.60468 -4.63654
C -2.57680 2.30802 3.22822
C -2.00012 4.68982 3.40402
C -2.10647 -3.34233 1.41822
C 3.16660 -1.73851 -0.46855
C -1.19318 -4.52188 1.70951
C -0.69524 3.69316 -2.03406
C -0.22278 -0.23119 -2.57324
C 5.25734 -0.51441 -0.62149
C 1.36377 1.83330 -4.38655
C -1.17695 -0.77079 -4.68097
C 1.78251 -0.12134 0.20146
C 1.22903 4.84696 -2.19979
C 1.71414 3.92021 -3.10658
C -2.32909 -0.08332 2.83435
C 0.88771 2.84543 -3.42171
C 5.10827 -2.88168 -1.15338
C -2.17489 -1.46035 -4.01102
C -2.27542 6.03337 3.21677
C -2.15774 -1.49565 -2.63462
C 0.87255 -5.74966 1.44091
C 3.75276 -2.92530 -0.88123
C -2.91912 3.71854 3.00698
C -0.18183 -0.13125 -3.95753
C 0.03660 -4.70872 1.06142
C -1.55349 -5.40697 2.71858
C 5.84692 -1.69886 -1.02550
C 0.49479 -6.60996 2.45800
C -4.41837 5.46233 2.29246
C -4.13787 4.11592 2.45961
C 3.89877 -0.56309 -0.34552
C -0.72216 -6.44628 3.10152
C -3.48585 6.42141 2.66035
C -2.70388 1.26256 2.40736
C 3.37018 1.80492 0.31820
H 2.69080 4.03100 -3.55690
H -2.51603 -5.28440 3.20464
H 2.46513 2.39109 0.45860
H 3.92565 2.19838 -0.53217
H 1.10296 -2.10106 -0.01948
H -2.96021 -1.97162 -4.54771
H -0.36279 -3.35634 -0.17890
H 2.20526 2.16481 -4.98438
H -1.54987 6.77807 3.51393
H 0.53552 0.22745 -1.96362
H 1.82247 5.70667 -1.90850
H -3.70720 7.47137 2.52470
H 5.61163 -3.78294 -1.47411
H -1.84223 -2.49805 3.38060
H 3.98630 1.86047 1.21510
H -1.68572 3.60257 -1.60190
H 1.81510 -5.87594 0.92548
H -2.11081 2.08401 4.18516
H -4.87590 3.37558 2.18449
H -1.17606 -0.72379 -5.76249
H -1.02529 -7.12758 3.88377
H 5.82973 0.39725 -0.52408
H 1.37888 0.06281 -5.44716
H 3.17541 -3.83321 -0.98161
H -2.89206 -2.04070 -2.05675
H -1.05987 4.38660 3.84821
H 1.15356 -7.41897 2.74368
H 6.90433 -1.71198 -1.24919
H -5.37149 5.76306 1.87879
H -3.14793 -3.64102 1.61386
H -2.32512 -0.28348 3.90351
```

## Properties
2S+1 ... 1
Energy above the lowest of the compared OMol25 structures with the same formula, charge and spin ... 0.0000 eV
Molar mass ... 935.622 g/mol
Frontier orbital gap ... 7.785 eV
Energy ... -189953.928 eV
Charge ... +1

3.
The following is a DFT calculation (ωB97M-V/def2-TZVPD) of a molecular structure, C35H31F12N6O2STl.

XYZ file:
```
88
Properties=species:S:1:pos:R:3
Tl -0.72451 0.71620 0.11558
S -2.59741 -2.06260 -1.52302
F -2.78351 -1.22050 3.35238
F -1.42761 -3.88680 3.89508
F 2.31309 3.72580 4.03618
F -1.11771 -1.34300 4.69148
F -0.66651 -4.40270 1.94968
F -1.20411 0.20980 3.20418
F 1.22569 1.89510 4.20958
F 0.22059 3.76560 4.51028
F 0.71139 5.06110 0.59068
F 1.56339 5.61150 2.48338
F -2.56941 -3.47550 2.14948
F -0.52061 5.22460 2.32758
O -0.38791 2.68980 1.88808
O -1.01671 -1.71550 1.12328
N 1.25099 0.27660 1.83058
N -4.45611 -0.51650 -3.37592
N -1.82201 1.91750 -2.78222
N 1.34159 1.08390 -1.94042
N -2.44571 -0.55480 -2.12952
N 0.99869 -1.48010 -0.69592
C -5.47241 -4.54440 -2.93942
C 3.29199 0.72730 0.64838
C 1.11749 3.13240 3.72978
C 4.12419 2.94730 0.31298
C -3.28251 0.06670 -2.87492
C 3.11969 -4.23500 4.75488
C -3.62051 3.63850 -3.99822
C -2.37791 4.09720 -3.57272
C -3.95371 2.31630 -3.79822
C 0.80139 -1.94110 2.78438
C 3.39669 -1.87650 3.86008
C -1.53101 3.18380 -2.95742
C -0.68561 -2.00110 2.37288
C -3.01951 1.45730 -3.18402
C -1.43601 -1.07700 3.39368
C 5.15059 3.93610 -0.16612
C 0.77519 3.19030 2.18258
C 1.84089 -1.10680 -2.96022
C -6.20751 -3.72630 -3.77212
C 2.00699 2.58680 1.47928
C 0.66349 4.75870 1.90558
C 0.96299 -1.96810 -2.04662
C 1.34139 -3.00650 3.48338
C -4.76661 -1.85980 -3.24262
C 1.27579 0.30100 -3.15442
C 2.99859 3.41230 0.98558
C 4.24049 1.57750 0.12628
C -4.01851 -2.69940 -2.39932
C 1.62649 -0.79540 2.52858
C -4.37601 -4.02630 -2.25882
C -5.85141 -2.39010 -3.92862
C -1.31411 -3.42350 2.61838
C 2.15239 1.17610 1.35748
C 2.90979 -0.81060 3.15068
C 2.62939 -3.02610 4.00658
H -5.74921 -5.57900 -2.80592
H 1.88159 -1.67310 -0.24142
H 3.50859 0.08790 3.06678
H -3.79711 -4.64490 -1.59262
H 3.40089 -0.34030 0.52468
H 2.89379 -4.15470 5.82158
H 0.24369 -1.85230 -0.11122
H -0.06741 -1.90050 -2.39642
H 5.98439 3.43760 -0.65862
H 5.53659 4.51760 0.67388
H -2.08751 5.12810 -3.70692
H 1.82769 0.77800 -3.99542
H 2.25079 1.04070 -1.49552
H -7.07151 -4.11060 -4.29702
H 4.70409 4.63820 -0.87312
H 4.19829 -4.35640 4.65058
H 1.08869 2.04740 -2.10312
H 1.92509 -1.59060 -3.93922
H -4.32501 4.31680 -4.46772
H 4.38429 -1.81930 4.30608
H 2.94019 4.47810 1.13498
H 1.28839 -3.02530 -2.14312
H 0.75949 -3.89630 3.65978
H 5.08779 1.17540 -0.41852
H 0.22109 0.23640 -3.43632
H -6.43921 -1.74770 -4.57612
H -4.96581 -0.00980 -4.08162
H 2.63659 -5.13640 4.37928
H -0.56341 3.49570 -2.58922
H 2.84499 -1.02990 -2.53182
H -4.93851 1.97840 -4.09462
```

## Properties
2S+1 ... 1
Molar mass ... 1032.099 g/mol
Frontier orbital gap ... 4.122 eV
Energy ... -97974.622 eV
Charge ... -2

4.
The following is a DFT calculation (ωB97M-V/def2-TZVPD) of a molecular structure, C35H31F3HfO8.

XYZ file:
```
78
Properties=species:S:1:pos:R:3
Hf 0.33306 -0.37303 0.40451
F 0.42543 3.83126 -1.80613
F 1.66337 4.16944 -0.05876
F -0.49672 4.16046 0.12804
O -1.32414 -1.33073 0.14233
O 1.49252 -1.86421 0.12889
O 1.06311 -0.29850 3.22848
O -0.35111 1.35755 -0.75128
O -0.89240 0.69373 3.32130
O 1.43392 1.59595 0.52246
O -0.59940 -3.44068 -2.72145
O 0.84501 -1.85818 -3.47701
C -5.59385 -3.66275 -0.62096
C -0.77443 -2.31624 -1.88981
C -5.02313 -3.08808 0.51178
C -1.39990 -2.61845 -0.50414
C 0.02152 -4.61943 2.43161
C 0.20152 -5.87566 1.86674
C 3.44502 -5.23873 -1.10244
C 3.56776 1.49780 -2.43400
C 2.72202 0.39222 -2.39322
C 2.69410 -4.11200 -0.77887
C 0.56041 2.08989 -0.22046
C -3.68101 -2.75126 0.52169
C 4.25242 -4.14135 -3.08267
C -0.76590 -3.75073 0.31846
C 3.49878 -3.02442 -2.76809
C -0.98991 -2.46430 -4.89966
C 4.52263 1.67109 -1.44562
C -0.61395 -5.01979 -0.23475
C 4.21928 -5.25782 -2.25231
C -2.01579 1.13924 2.57044
C -4.80649 -3.89162 -1.73640
C -0.13152 -6.07118 0.53292
C 0.59042 -1.55265 -2.13075
C 2.70454 -3.01084 -1.62317
C 0.54577 3.60826 -0.49666
C 1.90039 -1.77821 -1.25463
C 3.79205 -0.35898 -0.37646
C 2.81604 -0.52840 -1.35757
C -0.47257 -3.57615 1.66230
C 0.08125 0.04904 2.60582
C 4.63692 0.73414 -0.42142
C 0.02432 -2.98307 -3.90703
C -2.88408 -2.98162 -0.59679
C -3.45508 -3.55244 -1.72625
C 0.88223 -4.09287 -4.44712
H 5.17987 2.53138 -1.47280
H 3.86914 -1.07225 0.43447
H -2.25556 0.46685 1.74253
H -0.47863 -2.03180 -5.76121
H 0.35332 -0.47327 -2.09243
H 1.60429 -3.69127 -5.15925
H -2.85533 -3.75032 -2.60490
H 3.47493 2.21616 -3.23825
H 1.42220 -4.58629 -3.64142
H -5.62892 -2.90388 1.39041
H 0.25640 -4.82323 -4.96294
H 1.99220 0.25597 -3.18195
H 2.10310 -4.09244 0.12643
H -3.24618 -2.30450 1.40774
H 0.26063 -4.44614 3.47312
H 4.86701 -4.14236 -3.97440
H -6.64341 -3.92776 -0.63033
H 3.53132 -2.15474 -3.41335
H -1.51697 -1.63618 -2.32606
H -1.84604 2.14874 2.19025
H -5.23780 -4.33659 -2.62440
H -0.87418 -5.19988 -1.26741
H 0.58334 -6.69421 2.46340
H 4.80843 -6.13243 -2.49731
H -0.61851 -2.61525 2.14209
H -1.62157 -3.28419 -5.24490
H 5.38202 0.86694 0.35246
H -2.87092 1.15605 3.24199
H -0.01344 -7.04844 0.08044
H -1.61736 -1.68952 -4.45977
H 3.42534 -6.09730 -0.44262
```

## Properties
2S+1 ... 1
Molar mass ... 815.109 g/mol
Frontier orbital gap ... 8.832 eV
Energy ... -62640.979 eV
Charge ... 0

5.
The following is a DFT calculation (ωB97M-V/def2-TZVPD) of a molecular structure, C35H31F6N5NaO12S2Te.

XYZ file:
```
93
Properties=species:S:1:pos:R:3
Te 1.36246 -1.07042 -3.30242
S -1.51594 2.28588 -1.68999
S -0.57118 3.28394 0.83521
Na 0.48583 0.18038 0.05733
F 0.23752 5.79641 0.63886
F -0.69735 4.44838 -3.02660
F -1.36594 2.80343 -4.26519
F 0.56106 2.70652 -3.29633
F 1.68943 4.43523 1.52128
F 1.35209 4.42788 -0.62811
O 2.01636 1.69628 -1.07580
O 3.88821 -1.06391 -0.71057
O 1.86324 -0.05525 5.96919
O -1.38384 3.87731 1.85141
O 0.23814 -0.44828 4.62654
O 1.78669 -1.66848 -0.34043
O -2.89353 2.23946 -2.08157
O 6.85865 0.23527 2.61131
O 6.31943 0.22529 4.69516
O 0.75949 -0.85645 2.09059
O 0.12872 2.08014 1.17321
O -0.83792 1.03046 -1.55576
N 6.03165 0.07744 3.50872
N 3.28792 1.84142 -0.99258
N -1.30471 3.32592 -0.54698
N 1.43064 -0.31270 4.83908
N 2.89141 -1.14663 0.08062
C -0.65736 -3.80797 -0.83479
C -0.12909 -0.40021 -7.94271
C -2.84448 0.84988 3.06950
C -2.73230 -0.24298 2.04430
C -2.22101 -2.53556 1.49399
C -0.61423 -0.66139 -5.60124
C -2.78219 -1.01246 -0.25037
C 0.73978 -0.81486 -5.31541
C -1.04690 -0.44954 -6.90469
C -2.36581 -1.53215 2.42984
C 0.75653 4.55806 0.56161
C -2.55788 -3.08586 -2.28590
C 2.05022 -3.04281 -3.58193
C 3.70526 -0.16476 4.11319
C -2.40992 -2.29339 0.13201
C -0.69492 3.11555 -3.14646
C -2.13772 -3.41325 -0.85733
C 6.03703 2.05932 -0.79837
C 3.46691 -4.84391 -2.86324
C 1.65326 -0.74806 -6.36479
C 4.05983 1.66878 -2.09021
C 3.05035 -3.52539 -2.74094
C 4.68169 -0.23040 3.14676
C 1.47801 -3.88325 -4.53269
C 2.90729 -5.68078 -3.81908
C 1.94260 -0.70926 2.40423
C -2.94998 -0.00384 0.69586
C 1.22404 -0.55176 -7.66937
C 3.07539 -0.81618 1.43188
C 5.42815 1.77517 -2.01125
C 5.23160 2.24187 0.31195
C 2.38339 -0.41009 3.75992
C 4.38289 -0.57148 1.81694
C 3.86319 2.13667 0.19343
C 1.91343 -5.19545 -4.65669
H 3.24049 -6.70857 -3.90531
H -0.31420 -4.03892 0.17353
H -3.73696 0.71735 3.68873
H 5.16441 -0.64395 1.07980
H -3.60782 -2.79211 -2.35242
H 3.47775 -2.87009 -1.98881
H 1.46172 -5.84137 -5.40124
H 6.00750 1.60541 -2.90843
H 5.64758 2.42593 1.29235
H -3.22938 0.99221 0.36824
H -2.40092 -3.95497 -2.92932
H -1.97511 0.83828 3.72900
H 0.69074 -3.51460 -5.18007
H 3.15941 2.23777 1.00609
H 3.94914 0.08966 5.13008
H -0.46423 -0.23673 -8.96003
H -1.33748 -0.69803 -4.79511
H -2.14297 -1.72887 3.47186
H 2.71144 -0.85722 -6.15805
H -2.72293 -4.28112 -0.52416
H -1.94779 -2.27187 -2.68672
H -1.90661 -3.52276 1.81641
H 7.11335 2.11764 -0.71603
H 3.49652 1.40306 -2.97143
H -0.48002 -4.67916 -1.47244
H 1.94979 -0.50735 -8.47314
H -0.03200 -2.99043 -1.19574
H 4.23770 -5.21476 -2.19773
H -2.91858 -0.77069 -1.29584
H -2.10461 -0.32636 -7.10407
H -2.89734 1.83251 2.60126
```

## Properties
2S+1 ... 2
Energy above the lowest of the compared OMol25 structures with the same formula, charge and spin ... 0.2708 eV
Molar mass ... 1042.368 g/mol
Expectation value of S² ... 0.779
Frontier orbital gap (alpha / beta) ... 4.552 / 6.822 eV
Energy ... -118498.387 eV
Charge ... -2